Molecular formula: C2H4N2O2
Method: DFT, wB97M-V/def2-TZVPD

Structure (XYZ):
```
10
Properties=species:S:1:pos:R:3:forces:R:3:nbo_charge:R:1
C -0.42277 -0.48029 0.61935 2.181 -1.211 -3.368 0.770
C 0.10409 1.57312 -0.70480 -2.686 -1.014 1.099 0.064
N 0.57171 0.40190 -0.02078 0.189 1.092 1.312 -0.263
N 0.25389 -1.68489 0.76245 -2.568 2.053 1.525 -0.822
O -1.56674 -0.19618 0.77218 -0.621 0.041 1.213 -0.563
O 0.54903 0.55418 -1.45914 0.411 -2.305 -1.791 -0.352
H -0.98594 1.73764 -0.80456 0.709 0.215 0.412 0.187
H 0.77224 2.32777 -0.55697 1.345 2.561 0.088 0.170
H 1.00263 -1.86092 0.15911 1.148 -0.332 -0.513 0.413
H -0.27816 -2.37233 1.23316 -0.108 -1.099 0.023 0.397
```
Positions in Å, forces in eV/Å.

The molecular weight comes out at 88.07 g mol⁻¹. Its spin multiplicity is 1. Its SMILES is NC(=O)N1CO1. For the largest force on an atom, the calculation gives 4.2 eV Å⁻¹. The HOMO energy is -9.6 eV. As for the HOMO-LUMO gap: 10.570 eV.